A single C9H14N4O3S molecule, computed with ωB97M-V/def2-TZVPD.

XYZ file:
```
31
Properties=species:S:1:pos:R:3:forces:R:3:mulliken_charge:R:1
C 6.36532 0.11538 1.64995 0.03 0.22 -0.10 -1.150
C 5.82814 1.36397 0.96006 -0.18 -0.13 0.06 -0.466
C 4.40998 1.18670 0.41964 0.05 -0.07 -0.25 -0.490
C 4.33745 0.16215 -0.70964 0.31 0.01 0.46 -0.508
O 3.04348 0.16898 -1.32745 -0.11 0.18 -0.30 -0.318
C 2.08774 -0.53499 -0.73687 -0.47 -0.06 -0.10 0.793
O 2.21855 -1.19928 0.25583 0.12 -0.06 0.12 -0.591
C 0.77508 -0.42381 -1.50535 0.10 0.03 -0.01 -0.835
N -0.27538 -1.09534 -0.79371 0.32 -0.48 0.24 -0.174
C -1.43480 -0.49998 -0.46444 -0.46 0.74 -0.35 0.360
N -1.78350 0.64369 -0.96921 0.81 -0.73 -0.02 -0.699
N -2.98929 1.14448 -0.62260 -0.46 -0.23 0.43 0.018
C -3.88040 0.57142 0.21294 0.08 0.28 -0.20 0.161
S -5.32487 1.25854 0.57670 -0.50 0.19 0.15 -0.411
N -3.48952 -0.63972 0.74417 0.16 0.16 -0.19 -0.080
C -2.30203 -1.26938 0.47489 -0.02 -0.13 0.13 0.787
O -1.99300 -2.33459 0.95683 0.08 0.09 -0.09 -0.632
H 7.32188 0.32953 2.12046 0.10 -0.08 0.05 0.359
H 6.51246 -0.69368 0.93958 0.04 -0.16 -0.02 0.311
H 5.67326 -0.22140 2.41796 -0.06 -0.09 0.10 0.303
H 6.49490 1.64674 0.14248 0.04 0.11 0.00 0.308
H 5.81636 2.18727 1.67697 0.05 0.05 -0.07 0.306
H 3.74680 0.86814 1.22633 -0.05 0.03 0.00 0.293
H 4.04574 2.14276 0.03624 -0.06 -0.01 0.00 0.319
H 4.53983 -0.84399 -0.33292 0.02 0.11 -0.13 0.368
H 5.03534 0.41257 -1.51091 -0.06 -0.05 0.06 0.333
H 0.92054 -0.87068 -2.49637 0.05 0.18 0.05 0.233
H 0.50585 0.62605 -1.63970 0.12 -0.09 -0.05 0.350
H -0.00731 -1.88447 -0.21455 -0.10 0.15 -0.04 0.300
H -3.22406 2.03295 -1.04519 -0.05 -0.25 0.19 0.218
H -4.14146 -1.08990 1.37827 0.11 0.10 -0.12 0.235
```
Forces are in eV/Å.

Summary:
highest occupied orbital energy = -8.25 eV
multiplicity = 1
Kohn-Sham gap = 0.316 hartree

---

An isolated ion of composition C9H14NOS2 and charge +1, computed with ωB97M-V/def2-TZVPD.

XYZ file:
```
27
Properties=species:S:1:pos:R:3:forces:R:3:mulliken_charge:R:1
C 1.05998 -1.33559 0.51629 1.57 -0.17 -0.20 0.214
C -0.63352 2.89151 -1.08296 -1.51 0.53 1.21 0.589
C 2.60460 -3.19288 -0.16090 1.32 -2.38 -0.88 -0.488
C 2.05897 -3.62280 1.18321 0.06 -0.97 -0.98 -0.589
C -2.24883 0.49239 0.98090 -0.14 -3.96 -3.42 -0.398
C -2.35119 0.88190 -0.49899 -0.68 0.14 -0.37 -1.099
C 1.21845 -2.82172 0.15320 0.58 1.87 1.95 -0.071
C -0.25863 -0.75619 0.21802 0.76 0.95 -0.23 -0.254
C 0.64793 3.46025 -1.47286 0.83 -0.33 -1.50 -1.113
N -1.16681 -0.55597 1.08790 -0.74 0.51 1.20 -0.001
O 2.02292 -0.57366 0.82102 -3.00 -2.02 -0.62 -0.617
S -1.84957 3.74788 -0.12797 0.34 1.17 -0.63 -0.196
S -0.87480 1.32010 -1.38144 1.08 -0.64 0.25 0.087
H 3.47407 -2.51347 -0.24917 -1.15 -0.05 0.12 0.252
H 2.63461 -4.05760 -0.90054 0.27 1.22 1.06 0.236
H 1.92446 -4.73861 1.33587 -0.32 1.71 -0.28 0.248
H 2.21683 -3.04772 2.05968 0.80 0.27 0.60 0.287
H -1.94491 1.26956 1.55497 0.51 2.38 2.02 0.450
H -3.19649 -0.00356 1.25535 0.35 0.67 0.21 0.323
H -2.63501 0.06529 -1.15103 -0.65 -0.49 0.38 0.481
H -3.05027 1.71453 -0.61740 -0.13 -0.31 -0.07 0.608
H 0.38603 -3.38790 -0.14512 -1.00 -0.13 -1.13 0.426
H 1.32193 2.57169 -1.70713 -0.64 1.51 -0.63 0.370
H 1.14971 3.91664 -0.64572 0.02 0.51 0.73 0.382
H 0.45883 4.26519 -2.24541 0.71 -1.06 0.47 0.343
H -1.81402 4.95846 -0.80786 0.37 -0.88 0.59 0.239
H -1.15527 -0.94773 2.02812 0.39 -0.03 0.16 0.292
```
Forces are in eV/Å.

Summary:
highest occupied orbital energy (alpha / beta) = -11.87 / -11.87 eV
multiplicity = 1
charge = +1
Kohn-Sham gap (alpha / beta) = 0.253 / 0.253 hartree

---

A 2-piece molecular cluster, C9H14O overall, computed with ωB97M-V/def2-TZVPD.

XYZ file:
```
24
Properties=species:S:1:pos:R:3:forces:R:3:mulliken_spin:R:1
C -0.28666 -2.52078 -1.66317 -2.06 0.84 -0.03 0.024
C -1.39062 -1.08665 0.18730 0.14 -0.54 -1.90 0.479
C -0.21390 -1.54359 -0.50729 0.75 -0.17 0.83 -0.196
C -1.27933 -0.20265 1.29439 1.37 0.25 0.36 0.023
C -0.00116 0.23449 1.61928 -1.44 -1.51 0.41 0.160
C 1.06129 -1.21446 -0.04475 -1.98 -0.28 -1.14 0.061
C 1.13874 -0.23346 0.96247 1.40 0.93 1.27 0.370
O 0.12714 0.92744 2.82214 0.04 0.96 0.38 -0.181
H -2.32968 -1.17086 -0.36202 -0.07 -0.18 0.19 0.100
H -2.05267 -0.12158 2.04451 -0.20 0.36 -0.09 -0.002
H 0.57979 -2.48290 -2.30865 0.35 -0.33 0.09 -0.008
H -0.61569 -3.51421 -1.35300 0.58 -0.32 0.11 -0.013
H 1.87346 -1.74131 -0.52698 0.46 0.33 0.22 0.037
H 0.54574 0.38251 3.50032 0.15 -0.19 -0.41 0.019
H 2.07187 0.13856 1.38292 0.12 -0.12 -0.30 0.110
H -1.15547 -2.21702 -2.28701 0.39 0.07 -0.03 0.012
C 0.83397 2.20906 -2.43678 1.77 1.76 0.98 0.013
C -0.19359 2.54883 -1.36052 -0.27 -1.01 -0.52 -0.001
H 1.75174 1.84700 -1.95395 -0.46 -1.02 -0.18 0.003
H 0.43078 1.59459 -3.22605 0.09 -0.42 -0.01 0.002
H 1.30532 3.10602 -2.87585 -0.74 0.14 -0.37 -0.003
H -1.04608 2.99612 -1.87859 -0.29 -0.12 0.47 -0.007
H -0.43004 1.58808 -0.88873 -0.60 0.20 -0.08 -0.005
H 0.09900 3.16770 -0.51931 0.50 0.37 -0.25 0.003
```
Forces are in eV/Å.

Summary:
highest occupied orbital energy (alpha / beta) = 0.62 / -3.54 eV
multiplicity = 2
charge = -1
Kohn-Sham gap (alpha / beta) = 0.120 / 0.271 hartree

---

A 2-piece molecular cluster, C9H14O overall, computed with ωB97M-V/def2-TZVPD.

XYZ file:
```
24
Properties=species:S:1:pos:R:3:forces:R:3:mulliken_spin:R:1
C 0.66540 -0.49738 -3.45486 -0.13 0.37 0.79 0.004
C 1.00881 -1.23676 -2.15685 0.07 0.59 0.02 0.040
H 0.57435 -1.16287 -4.30745 0.06 -0.12 -0.18 -0.002
H -0.29222 0.00371 -3.29785 0.02 0.06 -0.17 -0.008
H 1.40111 0.28316 -3.65816 0.05 -0.09 -0.21 0.007
H 1.26206 -0.55012 -1.34660 0.05 0.27 -0.17 0.006
H 1.88190 -1.87947 -2.28766 -0.33 -0.42 0.08 -0.021
H 0.11010 -1.70596 -1.75656 0.29 -0.67 -0.13 -0.011
C 1.67212 0.68488 2.97498 0.17 0.54 0.07 -0.074
C -1.30438 0.17514 -0.13220 1.31 -0.33 0.43 0.195
C -1.12337 -0.84846 0.77498 -0.66 0.08 -0.51 0.018
C -0.47256 1.31624 -0.07268 -1.99 -0.18 -1.60 0.313
C -0.16739 -0.73253 1.84370 0.33 0.02 0.57 0.696
C 0.56008 1.32878 0.85420 1.43 0.15 1.96 0.241
C 0.69433 0.38391 1.87307 -0.33 -0.15 -0.98 -0.532
O -2.15961 0.02531 -1.21656 -0.32 0.41 0.04 -0.055
H -1.84571 -1.66127 0.74767 0.17 -0.20 0.02 -0.067
H -2.32309 -0.91668 -1.31411 -0.04 -0.03 0.16 -0.011
H -0.75956 2.16134 -0.69379 0.42 -0.04 -0.11 0.012
H 0.07899 -1.61091 2.42552 -0.15 0.01 0.26 0.176
H 1.31919 2.10977 0.85953 -0.34 0.28 -0.11 0.048
H 1.15714 0.93452 3.91503 -0.07 -0.12 -0.15 -0.016
H 2.20291 1.59065 2.66574 0.14 -0.01 0.18 0.032
H 2.44135 -0.04357 3.23804 -0.15 -0.42 -0.24 0.011
```
Forces are in eV/Å.

Summary:
highest occupied orbital energy (alpha / beta) = 0.76 / -3.40 eV
multiplicity = 2
charge = -1
Kohn-Sham gap (alpha / beta) = 0.113 / 0.263 hartree

---

A 2-piece molecular cluster, C9H14O overall, computed with ωB97M-V/def2-TZVPD.

XYZ file:
```
24
Properties=species:S:1:pos:R:3:forces:R:3:mulliken_spin:R:1
C 2.22208 -0.24688 1.00950 1.17 -2.47 -3.42 0.132
C 1.57241 -1.51022 1.63330 -0.55 1.33 -1.85 -0.034
H 3.26546 -0.46950 0.68638 -0.11 0.24 0.91 -0.026
H 1.83794 -0.08327 -0.08148 -0.19 0.26 2.21 -0.013
H 2.20440 0.59221 1.63510 -0.25 1.33 0.57 -0.033
H 0.63782 -1.53660 1.09848 -0.14 -0.36 0.26 0.010
H 1.21628 -1.33321 2.59407 0.02 0.17 2.16 0.003
H 2.05909 -2.46477 1.52642 0.50 -0.14 0.02 -0.003
C -0.39031 -1.96113 -0.97081 -0.08 0.23 -0.03 -0.033
C -1.27056 -0.01466 0.42552 -1.23 -2.47 1.41 0.349
C -0.83082 -0.50819 -0.77084 1.47 -1.26 -0.16 -0.441
C -1.44460 1.35960 0.60080 -0.96 2.55 0.00 0.480
C -1.36753 2.26999 -0.55473 1.88 -2.66 0.10 -0.056
C -0.44160 0.35934 -1.78976 -0.14 0.46 0.10 0.489
C -0.75312 1.72724 -1.69712 -0.53 4.24 -1.05 -0.093
O -1.67210 3.60563 -0.42599 -0.97 0.15 1.53 0.012
H -1.65015 -0.75600 1.28455 1.09 1.53 -1.81 0.061
H -1.60737 1.73413 1.61993 -0.06 0.20 -0.44 0.079
H -1.28013 -2.57734 -0.91570 -0.29 -0.49 -0.79 0.000
H 0.15418 -2.33762 -0.07613 0.04 0.18 -1.32 -0.040
H -0.04137 0.01691 -2.70724 0.42 -0.54 -0.68 0.114
H -2.19570 3.67321 0.43237 0.96 -0.17 -1.63 0.023
H -0.43264 2.49437 -2.60642 -1.09 -2.02 2.31 -0.001
H 0.20831 -2.03323 -1.95019 -0.98 -0.30 1.59 0.023
```
Forces are in eV/Å.

Summary:
highest occupied orbital energy (alpha / beta) = 0.80 / -3.31 eV
multiplicity = 2
charge = -1
Kohn-Sham gap (alpha / beta) = 0.116 / 0.262 hartree

---

A 2-piece molecular cluster, C9H14O overall, computed with ωB97M-V/def2-TZVPD.

XYZ file:
```
24
Properties=species:S:1:pos:R:3:forces:R:3:mulliken_spin:R:1
C -2.12133 -2.11941 0.22465 -0.34 -0.45 -0.05 -0.040
C -1.54341 -3.46475 0.68116 -0.07 -0.05 0.08 0.012
H -2.96188 -2.32573 -0.43085 -0.17 0.12 -0.29 -0.002
H -2.55226 -1.57310 1.06048 0.30 0.24 0.07 0.009
H -1.41993 -1.48913 -0.31427 0.12 0.11 0.13 0.030
H -1.91047 -4.30014 0.07916 0.06 0.06 -0.03 -0.004
H -1.81607 -3.67227 1.70854 -0.21 -0.12 0.28 -0.002
H -0.46420 -3.50573 0.67109 0.37 0.17 -0.18 0.005
C -1.07405 1.40988 -2.43042 -0.06 0.07 -0.49 -0.073
C 1.08862 0.57443 -1.40794 -0.35 -0.24 0.14 0.473
C -0.20506 1.11822 -1.23939 0.46 0.15 0.11 -0.101
C 1.79345 0.14540 -0.22252 0.09 0.18 0.27 0.095
C -0.64213 1.46458 0.02090 -0.30 0.13 0.02 0.036
C 1.34520 0.52705 1.02190 0.25 -0.03 -0.09 -0.144
C 0.17715 1.28557 1.20011 -0.21 -0.20 -0.28 0.440
O 2.12941 0.15318 2.12273 -0.52 0.09 0.43 0.008
H 1.49812 0.34697 -2.38555 -0.17 -0.06 -0.05 0.092
H 2.69190 -0.45542 -0.28408 0.08 0.03 -0.02 0.020
H -0.89955 0.70302 -3.24911 0.18 0.04 0.04 0.012
H -0.91514 2.42007 -2.82975 0.09 -0.07 0.01 0.012
H -1.61050 1.96260 0.10320 0.09 -0.17 0.10 0.020
H -0.23729 1.50004 2.17813 0.16 0.02 0.14 0.080
H 1.58385 0.28837 2.91994 0.28 -0.04 -0.60 0.008
H -2.13676 1.32848 -2.20792 -0.12 0.04 0.27 0.014
```
Forces are in eV/Å.

Summary:
highest occupied orbital energy (alpha / beta) = 0.68 / -3.35 eV
multiplicity = 2
charge = -1
Kohn-Sham gap (alpha / beta) = 0.115 / 0.261 hartree

---

What did we get for total energy? Answer: -1194.31669, -1277.28994, -426.49958, -426.51301, -426.45637, -426.52031 Ha, in the order shown.
What did we get for molecular weight? Answer: 258.30, 216.35, 138.21, 138.21, 138.21, 138.21 Da, in the order shown.
What did we get for largest force on an atom? Answer: 1.093, 5.238, 2.681, 2.565, 4.401, 0.676 eV Å⁻¹, in the order shown.